Below is a structure of composition C30H37GaO8S, with properties calculated with the ωB97M-V functional and the def2-TZVPD basis.

```
77
Properties=species:S:1:pos:R:3:forces:R:3
C -4.791836 -2.914269 -2.709557 -0.605 -0.137 -0.292
C -3.267956 -3.247533 -2.618784 -0.498 -0.213 -0.133
C -5.207668 -2.269013 -1.374367 0.191 -0.108 0.083
C -4.250826 -2.886025 -0.352997 0.465 0.024 -0.696
H -6.266889 -2.460299 -1.186439 0.255 0.075 0.120
H -5.056217 -1.186709 -1.421093 0.118 -0.059 -0.065
C -2.901793 -3.005507 -1.160553 0.107 0.239 0.856
H -2.715888 -2.624161 -3.335888 -0.010 -0.238 0.274
H -3.108351 -4.304112 -2.853684 0.053 0.127 -0.131
C -2.248787 -1.631027 -0.935201 0.158 0.588 -0.003
H -2.228837 -3.765749 -0.722217 -0.412 0.121 -0.420
H -4.656466 -3.859980 -0.025653 0.315 0.397 0.043
C -3.852576 -1.935598 0.772707 -0.106 0.253 0.131
C -5.252859 -2.032629 -3.838190 1.415 0.467 -0.870
C -5.660181 -4.160719 -2.935377 -0.345 -0.342 1.583
O -6.322547 -4.641032 -2.031607 0.653 0.128 -1.695
O -4.563402 -1.620627 -4.755415 -0.893 -0.222 0.874
O -6.577922 -1.808060 -3.742988 0.443 0.170 -0.443
O -5.750096 -4.646420 -4.195135 0.156 -0.492 0.181
C -4.688758 -4.585274 -5.183149 -0.248 0.013 0.084
H -3.690199 -4.418770 -4.757055 -0.519 0.008 -0.128
H -4.926937 -3.800319 -5.907946 0.173 -0.162 0.169
H -4.732398 -5.563936 -5.666609 0.143 0.158 0.011
C -7.089065 -1.133305 -4.888509 -0.263 0.211 -0.100
H -6.685617 -0.117988 -4.954159 -0.081 -0.178 0.009
H -8.162004 -1.117575 -4.735869 -0.120 0.106 -0.101
H -6.838189 -1.673230 -5.807778 -0.035 0.073 0.190
O -2.883433 -1.063453 0.211003 -0.091 -0.155 0.111
H -2.428741 -0.947100 -1.794219 -0.004 -0.335 0.355
H -1.156223 -1.642752 -0.760330 -0.452 -0.175 -0.134
C -3.308924 -2.737473 1.945853 0.179 -0.137 0.401
C -4.956999 -1.014371 1.283417 -0.243 0.101 0.297
H -5.906189 -1.540458 1.398860 -0.097 -0.078 -0.068
H -5.088942 -0.144824 0.627882 0.033 -0.287 0.108
H -4.680717 -0.651430 2.279370 0.014 0.126 -0.199
H -2.861078 -2.075512 2.695450 0.005 -0.063 -0.228
H -2.560922 -3.477343 1.649371 0.016 0.140 -0.074
H -4.139632 -3.274903 2.419148 0.044 -0.001 -0.003
Ga 0.296240 1.544931 0.983895 -1.761 -3.099 -0.099
C 2.481589 -1.533096 0.930851 -0.223 -0.496 -0.889
C 1.398596 -2.407531 0.629346 0.693 0.267 -0.598
C 1.158251 -2.336688 -0.773907 0.533 0.401 0.205
H 0.872392 -3.035385 1.341849 -0.003 0.033 -0.027
C 2.062941 -1.378883 -1.327878 0.056 -0.631 0.638
C 2.885652 -0.895597 -0.278047 -0.415 -0.993 0.020
H 3.713234 -0.203118 -0.386030 -0.181 0.097 0.042
H 2.952418 -1.426949 1.899397 -0.198 0.154 -0.103
H 0.450853 -2.939159 -1.340146 -0.027 0.103 0.054
H 2.132408 -1.107130 -2.377448 -0.051 0.034 0.079
C -0.690466 3.048749 -0.443568 0.538 0.181 -1.899
C 0.726132 2.745926 -0.769319 -1.740 1.428 -2.332
C 0.672845 1.776108 -1.850162 -0.023 0.655 1.066
H 1.545843 3.429420 -0.534386 -0.161 -0.392 -0.134
C -0.657337 1.360165 -2.017174 -0.059 0.332 0.336
C -1.494321 2.087492 -1.125947 0.589 1.641 -0.221
H -2.581081 2.023587 -1.017994 0.441 -0.150 -0.111
H -1.024696 3.999018 -0.010109 0.086 -0.803 0.437
H 1.532098 1.466843 -2.447213 -0.301 -0.231 0.490
H -1.022899 0.665281 -2.776522 0.274 -0.014 0.425
C 5.781148 5.643297 5.401219 -0.039 0.105 -0.130
C 4.878887 4.731455 4.614720 -0.459 -0.234 -0.221
C 5.287893 4.134684 3.412676 -0.112 -0.091 0.104
C 4.498738 3.172870 2.773621 -0.261 0.153 0.351
C 3.261337 2.832859 3.340483 0.488 0.171 0.650
C 2.790215 3.497774 4.470083 0.333 0.203 -0.082
C 3.591362 4.449761 5.087308 0.209 -0.017 -0.010
S 2.293478 1.441904 2.832412 -2.537 0.167 -3.317
O 2.406720 1.401877 1.315064 1.253 0.647 2.873
O 2.743534 0.273646 3.525235 0.437 0.370 0.622
O 0.848604 1.838336 3.069224 2.662 0.051 1.617
H 6.661093 5.117482 5.785008 -0.091 -0.014 -0.060
H 6.135678 6.472275 4.785831 0.046 0.059 0.040
H 5.233935 6.049526 6.253333 0.099 0.068 -0.009
H 6.249599 4.425104 2.981175 -0.200 -0.188 0.121
H 4.837277 2.690590 1.855905 -0.192 0.045 0.260
H 1.807731 3.259298 4.871230 0.174 -0.046 -0.192
H 3.204466 4.967957 5.966257 0.208 -0.114 -0.093
```
Positions in Å, forces in eV/Å.

LUMO ... 0.13540 Eh
Highest occupied orbital energy ... 0.02514 Eh
Energy ... -111298.299 eV
Kohn-Sham gap ... 3.0 eV
Net charge ... -2

=====

Below is a structure of composition C36H41IrNO7P, with properties calculated with the ωB97M-V functional and the def2-TZVPD basis.

```
87
Properties=species:S:1:pos:R:3:forces:R:3
Ir -0.982554 1.724477 0.092542 2.752 0.908 -2.318
O -2.104590 3.029720 4.095313 0.073 0.030 -0.209
C -1.574184 2.837701 2.899435 -0.159 -0.030 0.096
O -2.214288 2.587861 1.891438 -0.062 -0.039 0.211
C -0.065233 2.938906 2.905348 -0.299 -0.061 0.136
O 0.351030 3.047107 1.582569 0.319 0.006 -0.382
C 0.483570 4.387410 1.074251 -0.063 0.135 -0.205
C 0.085986 4.453627 -0.401369 0.112 -0.200 0.271
O 0.498688 5.366490 -1.082487 -0.254 -0.125 0.108
O -0.703512 3.506309 -0.810687 -0.502 0.460 -0.393
H -3.068356 2.934961 4.066933 -0.110 -0.019 -0.107
H 0.267067 3.765211 3.534320 -0.032 0.063 -0.016
H 0.338340 2.013743 3.324613 -0.045 -0.053 0.045
H -0.179459 5.079021 1.601138 -0.006 -0.074 0.131
H 1.514041 4.718421 1.176555 0.061 -0.018 0.071
C -3.872729 -0.490467 -2.351656 -0.044 0.149 0.066
C -3.500063 0.645559 -1.387945 -0.083 -0.049 0.011
C -4.131510 1.964654 -1.863410 0.082 -0.138 -0.005
C -4.072501 0.307775 0.003573 0.013 -0.014 -0.159
C -2.001932 0.763748 -1.343195 0.046 0.133 0.623
H -4.959343 -0.567147 -2.442729 0.050 -0.033 -0.034
H -3.491915 -1.443496 -1.973858 -0.023 0.009 -0.057
H -3.457605 -0.312035 -3.347452 -0.017 -0.024 0.030
H -5.221777 1.885596 -1.831771 0.040 0.069 -0.008
H -3.830721 2.188729 -2.889693 -0.007 0.047 0.057
H -3.814718 2.789615 -1.221162 -0.041 0.013 -0.052
H -5.153713 0.166306 -0.079512 0.028 0.042 0.049
H -3.876155 1.117139 0.710547 -0.053 -0.089 -0.002
H -3.627528 -0.612382 0.387323 -0.038 0.054 0.042
H -1.438043 -0.055064 -1.802701 -0.157 -0.036 -0.044
C 0.264747 2.276977 -3.161520 -0.067 -0.011 -0.056
P 0.849943 1.473138 -1.651683 -1.188 0.487 1.238
C 2.273021 2.444943 -1.088256 -0.060 -0.059 0.155
C 2.849962 3.434065 -1.880482 0.080 -0.070 0.015
C 3.919269 4.174818 -1.395289 0.033 -0.024 -0.045
C 4.424573 3.928913 -0.126525 -0.057 0.026 -0.026
C 3.855525 2.940490 0.667273 0.011 -0.082 0.030
C 2.778030 2.208653 0.191889 0.089 0.008 -0.049
C 1.607299 -0.071020 -2.256401 -0.301 -0.260 0.307
C 2.689298 -0.648355 -1.585316 -0.011 0.113 -0.161
C 3.285613 -1.799772 -2.078875 0.054 0.021 -0.004
C 2.812087 -2.386074 -3.247042 -0.059 -0.027 0.051
C 1.720349 -1.835237 -3.901025 0.002 -0.027 0.030
C 1.109325 -0.691327 -3.401104 0.003 -0.025 0.024
H 0.981049 2.116950 -3.966011 -0.002 -0.011 -0.037
H 0.128995 3.339261 -2.965238 0.024 -0.065 0.011
H -0.708711 1.862897 -3.430497 0.057 -0.017 0.023
H 2.468520 3.639876 -2.871382 -0.011 0.040 0.048
H 4.359371 4.945967 -2.015003 -0.040 -0.016 0.036
H 5.254212 4.515785 0.248241 -0.018 -0.042 -0.020
H 4.250464 2.740969 1.656665 -0.027 0.027 -0.034
H 2.311329 1.460183 0.824603 0.012 0.049 0.004
H 3.092158 -0.165498 -0.701883 0.064 -0.033 -0.049
H 4.139762 -2.228717 -1.566346 -0.002 0.038 -0.031
H 3.298332 -3.269134 -3.642490 -0.034 0.028 0.003
H 1.348072 -2.291144 -4.809942 -0.011 0.021 0.030
H 0.254087 -0.275476 -3.919978 0.047 0.001 -0.012
C -1.118558 -3.650457 -1.679039 0.049 0.053 -0.044
O -0.057075 -3.294859 -0.797055 -0.079 0.015 -0.076
C 0.324503 -4.214536 0.120144 -0.096 0.085 -0.070
C -0.188427 -5.502316 0.211013 0.047 -0.116 0.036
C 0.244662 -6.350243 1.224598 -0.007 0.077 -0.062
C 1.194319 -5.930468 2.140536 0.014 -0.041 -0.018
C 1.727372 -4.654223 2.029913 0.160 -0.005 -0.005
C 1.291633 -3.796908 1.038246 0.276 -0.067 0.674
N 1.759723 -2.424447 0.937889 -0.117 -0.237 -0.675
C 0.919379 -1.434490 1.219149 -0.234 -0.054 0.163
C 0.129331 -1.356929 2.357955 -0.397 0.111 0.448
C 0.391797 -2.040008 3.580781 0.061 -0.212 -0.301
C -0.455401 -1.928737 4.633616 -0.030 -0.065 0.294
C -1.605014 -1.102726 4.539483 0.062 -0.061 -0.273
C -1.877279 -0.396828 3.398613 -0.175 0.027 0.443
C -1.027049 -0.500444 2.274115 0.686 -0.026 -0.468
O -1.293841 0.078635 1.175683 -0.622 -0.848 0.346
H -0.834811 -4.476274 -2.333901 0.056 -0.025 0.037
H -1.308139 -2.769942 -2.283865 -0.019 0.064 0.000
H -2.019512 -3.916248 -1.123301 0.006 0.026 0.029
H -0.922519 -5.851084 -0.500785 -0.004 0.020 0.030
H -0.165849 -7.350151 1.287950 -0.007 0.047 0.007
H 1.516563 -6.586329 2.937427 0.046 -0.003 -0.048
H 2.497415 -4.326229 2.718016 -0.056 0.048 -0.021
H 2.256879 -2.242973 0.070696 -0.012 -0.201 -0.024
H 0.792308 -0.661650 0.462457 0.284 0.146 0.153
H 1.293232 -2.629476 3.669574 -0.032 -0.024 -0.004
H -0.248164 -2.471097 5.546326 -0.024 0.109 0.033
H -2.280341 -1.037889 5.384260 0.038 0.029 -0.003
H -2.750089 0.237662 3.316875 -0.043 -0.079 -0.039
```
Positions in Å, forces in eV/Å.

ΔE to the lowest compared entry with this formula, charge and spin ... 1.988 eV
2S+1 ... 2
LUMO (alpha / beta) ... -0.13523 / -0.13539 Eh
Highest occupied orbital energy (alpha / beta) ... -0.33738 / -0.39607 Eh
Energy ... -65940.198 eV
Kohn-Sham gap (alpha / beta) ... 5.5 / 7.1 eV
Net charge ... +1

=====

Below is an isolated molecule of CH5O3P, with properties calculated with the ωB97M-V functional and the def2-TZVPD basis.

```
10
Properties=species:S:1:pos:R:3:forces:R:3
C 0.457301 1.340947 0.700864 1.170 0.140 -2.819
O 0.487947 0.455894 -0.427257 0.551 -0.818 -0.418
P -0.770019 -0.447595 -0.836896 -0.988 -0.355 1.323
O 0.010027 -1.286542 -1.925880 -0.640 -0.386 -0.812
O -0.821420 -1.623788 0.468261 0.286 1.585 -1.689
H -0.557019 1.242560 1.063781 0.269 0.447 1.444
H 0.592648 2.283931 0.124142 -0.128 0.095 1.482
H 1.410243 1.042277 1.196171 -1.401 0.652 0.832
H 0.582473 -1.863287 -1.440559 1.098 -0.937 0.181
H -1.392181 -1.144396 1.077373 -0.215 -0.424 0.475
```
Positions in Å, forces in eV/Å.

ΔE to the lowest compared entry with this formula, charge and spin ... 0.262 eV
SMILES ... COP(O)O
LUMO ... 0.03020 Eh
Highest occupied orbital energy ... -0.34622 Eh
Energy ... -16549.982 eV
Kohn-Sham gap ... 10.2 eV
Net charge ... 0

=====

Below is an isolated molecule of C2H3N3O, with properties calculated with the ωB97M-V functional and the def2-TZVPD basis.

```
9
Properties=species:S:1:pos:R:3:forces:R:3
O 2.209366 -0.765950 -0.246862 -0.294 -0.814 -0.619
C 1.030264 -0.498512 -0.311311 0.512 -0.267 -0.103
N -0.111614 -1.274740 -0.564565 -0.103 0.158 -0.009
C -1.085969 -0.534676 -0.149625 0.149 -0.016 0.129
N -0.713925 0.659947 0.428464 0.109 -0.058 0.128
N 0.638529 0.788430 0.056565 0.310 -0.135 -0.270
H -2.136263 -0.815845 -0.223410 0.261 0.178 0.100
H -1.313527 1.476360 0.346955 0.332 -0.180 -0.136
H 1.441435 0.975437 0.668633 -1.277 1.134 0.781
```
Positions in Å, forces in eV/Å.

ΔE to the lowest compared entry with this formula, charge and spin ... 1.107 eV
SMILES ... O=c1nc[nH][nH]1
LUMO ... 0.02371 Eh
Highest occupied orbital energy ... -0.35337 Eh
Energy ... -8639.388 eV
Kohn-Sham gap ... 10.3 eV
Net charge ... 0

=====

What did the third record say?
Below is an isolated molecule of CH5O3P, with properties calculated with the ωB97M-V functional and the def2-TZVPD basis.

```
10
Properties=species:S:1:pos:R:3:forces:R:3
C 0.457301 1.340947 0.700864 1.170 0.140 -2.819
O 0.487947 0.455894 -0.427257 0.551 -0.818 -0.418
P -0.770019 -0.447595 -0.836896 -0.988 -0.355 1.323
O 0.010027 -1.286542 -1.925880 -0.640 -0.386 -0.812
O -0.821420 -1.623788 0.468261 0.286 1.585 -1.689
H -0.557019 1.242560 1.063781 0.269 0.447 1.444
H 0.592648 2.283931 0.124142 -0.128 0.095 1.482
H 1.410243 1.042277 1.196171 -1.401 0.652 0.832
H 0.582473 -1.863287 -1.440559 1.098 -0.937 0.181
H -1.392181 -1.144396 1.077373 -0.215 -0.424 0.475
```
Positions in Å, forces in eV/Å.

ΔE to the lowest compared entry with this formula, charge and spin ... 0.262 eV
SMILES ... COP(O)O
LUMO ... 0.03020 Eh
Highest occupied orbital energy ... -0.34622 Eh
Energy ... -16549.982 eV
Kohn-Sham gap ... 10.2 eV
Net charge ... 0

=====

- The highest net charge belongs to which entry?
  C36H41IrNO7P